(1)
This record from the OMol25 dataset describes a 2-piece molecular cluster, C3H12N2O overall. The level of theory is the ωB97M-V functional and the def2-TZVPD basis.

```
18
Properties=species:S:1:pos:R:3:forces:R:3:lowdin_charge:R:1
C -1.403962 -0.431592 1.414206 0.1 0.1 0.4 -0.0834
C -0.455781 0.279186 0.444590 -0.5 0.3 0.2 -0.4586
N -0.325455 1.725109 0.753131 0.0 -0.4 0.0 0.0319
C 0.920076 -0.360452 0.490212 0.1 0.2 -0.6 -0.2761
N 1.775589 0.121077 -0.584650 0.0 -0.1 -0.5 -0.0002
H -1.752360 -1.407672 1.082685 0.2 -0.1 -0.2 0.0721
H -2.285160 0.164521 1.630318 -0.2 0.2 -0.2 0.0681
H -0.904742 -0.579305 2.372915 0.1 -0.1 0.1 0.0737
H -0.871359 0.157136 -0.563811 0.3 0.2 0.0 0.1227
H -0.977604 2.292780 0.227804 0.0 -0.1 0.0 0.0619
H -0.546156 1.864088 1.734732 0.1 0.1 -0.1 0.0624
H 1.381465 -0.159236 1.458447 -0.2 -0.2 0.3 0.1125
H 0.783149 -1.429539 0.341089 0.1 -0.2 0.3 0.1144
H 2.282208 -0.639653 -1.011918 0.1 0.1 0.0 0.0608
H 2.427850 0.841845 -0.322524 -0.1 0.1 0.2 0.0610
O 0.314105 -1.020398 -3.246013 -0.3 0.1 0.0 -0.0729
H 0.239338 -0.096677 -2.975806 0.3 -0.1 0.2 0.0211
H -0.601201 -1.321219 -3.245407 0.1 -0.1 -0.1 0.0287
```
Forces are in eV/Å.

Results
F_max: 0.67 eV/A
energy above the lowest of the compared OMol25 structures with the same formula, charge and spin: 2.77 kcal per mole
charge: 0
M: 92.14 g/mol
lowest unoccupied orbital energy: 0.0340 Eh

=====

(2)
This record from the OMol25 dataset describes C25H29BBaN8O3 as an isolated structure in a non-equilibrium geometry. The level of theory is the ωB97M-V functional and the def2-TZVPD basis.

```
67
Properties=species:S:1:pos:R:3:forces:R:3:lowdin_charge:R:1
Ba 0.359234 -0.604850 0.270542 1.6 3.0 -0.4 2.2663
C -3.158042 0.060150 3.184938 0.0 -0.1 0.0 -0.0408
C -2.666524 -0.478289 1.989585 0.0 0.1 0.2 -0.1571
N -1.482740 0.045557 1.702033 -1.7 0.3 0.9 -0.1969
N -1.186830 0.926639 2.672383 -0.2 0.0 0.2 0.0120
C -2.182957 0.952427 3.582154 -0.1 -0.1 0.1 -0.0547
B 0.069989 1.848426 2.601451 0.0 0.3 0.3 -0.6643
N 1.395016 1.043205 2.756062 0.1 0.0 0.3 0.0047
C 2.135219 0.728034 3.842032 0.2 -0.1 -0.1 -0.0835
C 3.297076 0.121092 3.415173 0.0 -0.1 0.0 -0.0458
C 3.182391 0.093556 2.021842 0.0 0.1 0.3 -0.1672
N 2.035987 0.636247 1.635383 1.3 0.9 0.5 -0.1891
N 0.118936 2.546375 1.225315 0.0 0.3 0.0 -0.0132
C 0.482123 3.819406 0.961435 0.1 0.1 -0.2 -0.0600
C 0.473391 4.000400 -0.403701 0.0 0.0 0.0 -0.0405
C 0.101648 2.750888 -0.911368 0.1 0.1 0.1 -0.1485
N -0.098041 1.882790 0.071498 -0.5 1.1 -0.3 -0.1675
N -0.122982 2.909070 3.688386 -0.1 0.2 -0.3 -0.0334
C -1.002501 3.947172 3.631957 0.0 -0.1 0.0 -0.1095
C -0.945320 4.614407 4.826894 0.0 0.0 0.1 -0.0573
C 0.002008 3.893788 5.580350 -0.1 0.0 -0.2 -0.1452
N 0.482095 2.876209 4.889540 0.2 -0.2 0.2 0.0677
H -4.092511 -0.155073 3.674103 0.0 0.0 0.0 0.0996
H -3.100108 -1.210478 1.325367 0.0 0.0 0.0 0.1125
H -2.150360 1.588991 4.451227 0.1 0.1 -0.1 0.1290
H 1.817594 0.979209 4.834504 -0.1 0.1 0.0 0.1015
H 4.113481 -0.240938 4.015627 0.0 0.1 0.0 0.0975
H 3.900878 -0.254090 1.294065 -0.1 -0.1 -0.1 0.1110
H 0.730533 4.516174 1.743177 0.0 -0.1 0.1 0.1283
H 0.684483 4.901866 -0.951277 0.0 0.0 0.0 0.0991
H -0.030428 2.452434 -1.940505 0.0 0.0 0.0 0.1080
H -1.605483 4.124528 2.756018 0.0 0.0 0.0 0.1294
H -1.504790 5.483605 5.127264 0.0 0.0 -0.1 0.0951
H 0.355064 4.072527 6.582650 0.0 0.0 0.0 0.1019
C -1.164439 -3.422202 3.301308 0.1 -0.1 -0.1 0.0066
C -0.173895 -2.320661 3.543360 0.2 0.0 0.3 -0.4563
C -0.087536 -1.786773 4.945464 0.0 0.1 0.0 0.0109
O 0.549597 -1.888437 2.662520 0.0 -0.3 0.1 -0.0751
H -1.253766 -4.075848 4.168058 0.0 0.0 0.0 0.0928
H -0.905018 -3.990261 2.410525 0.0 0.0 0.0 0.0715
H -2.135608 -2.950162 3.143697 -0.1 0.0 0.0 0.0902
H -0.950341 -2.072507 5.542821 0.0 0.0 0.0 0.0892
H 0.021139 -0.703532 4.933881 0.0 0.0 0.0 0.0728
H 0.812703 -2.194411 5.413458 0.0 0.0 0.0 0.1061
C 1.307629 -8.694742 0.222032 -0.2 0.1 0.1 -0.0031
C 0.998613 -7.248501 0.069183 0.1 -0.3 0.0 -0.1687
C -0.244493 -6.828082 -0.413626 -0.3 0.4 -0.2 0.0360
C -0.500540 -5.496930 -0.650155 -0.1 -0.7 -0.1 -0.1374
C -1.806146 -5.090770 -1.247913 0.0 0.1 0.1 0.0023
C 0.521614 -4.540980 -0.321257 -0.2 0.9 0.0 0.0743
C 1.795515 -4.939394 0.161477 0.5 -0.6 0.4 -0.1509
C 2.877948 -3.969351 0.535177 -0.1 0.1 -0.1 0.0004
C 1.994240 -6.282277 0.369304 0.1 0.5 0.0 0.0567
C 0.203591 -3.049633 -0.461433 -0.2 -2.4 -0.6 -0.7764
O 1.050819 -2.381329 -1.083080 0.7 -1.8 -1.4 -0.2049
O -0.840111 -2.625284 0.052495 -1.2 -2.0 -0.2 -0.1952
H 0.415346 -9.306283 0.113667 0.0 0.0 0.0 0.0923
H 1.766077 -8.885125 1.194417 0.1 0.0 0.0 0.1062
H 2.031171 -8.999464 -0.540123 0.1 0.0 0.0 0.1161
H -1.006276 -7.558469 -0.653762 0.1 -0.1 0.0 0.1341
H -2.385421 -5.963358 -1.539021 0.0 0.0 0.0 0.0935
H -1.656399 -4.450302 -2.118414 0.0 0.0 0.0 0.1109
H -2.375043 -4.510218 -0.521261 0.0 0.1 0.0 0.1002
H 2.520132 -3.277815 1.302549 0.0 0.0 0.0 0.0887
H 3.177866 -3.383900 -0.330326 0.0 0.1 0.0 0.0961
H 3.746722 -4.498566 0.919266 0.0 0.0 0.0 0.0932
H 2.940280 -6.609984 0.783211 0.0 -0.1 0.0 0.1378
```
Forces are in eV/Å.

Results
multiplicity: 2
F_max: 3.41 eV/A
energy above the lowest of the compared OMol25 structures with the same formula, charge and spin: 45.31 kcal per mole
charge: +1
M: 637.70 g/mol
⟨S²⟩: 0.767
lowest unoccupied orbital energy (spin up / spin down): -0.1277 / -0.2635 Eh

=====

(3)
This record from the OMol25 dataset describes an isolated ion of composition C5H10BrN2O2 and charge +1 in a non-equilibrium geometry. The level of theory is the ωB97M-V functional and the def2-TZVPD basis.

```
20
Properties=species:S:1:pos:R:3:forces:R:3:lowdin_charge:R:1
C -1.747633 -0.505250 0.083974 0.5 0.7 0.3 0.0297
C -0.385635 -0.112451 -0.533919 0.1 -1.8 1.2 -0.3819
C -0.139525 -0.645149 -1.881329 -1.0 -1.6 -2.3 -0.0283
N -0.173981 1.369014 -0.466305 0.1 -1.8 0.0 -0.1125
O -0.713374 2.236879 -1.045940 0.2 1.7 0.1 0.2352
N 0.781503 1.240265 0.419548 -1.4 1.2 -1.2 -0.1040
O 1.566075 2.140626 0.937567 0.8 0.4 0.9 0.1938
C 0.835381 -0.161956 0.458270 1.6 -1.1 -0.4 -0.6066
C 0.637020 -0.784592 1.777011 -1.7 0.3 0.1 -0.0631
Br 2.782701 -0.625129 -0.166996 -1.9 0.1 0.1 0.7514
H -2.571225 -0.113959 -0.523080 0.3 0.0 0.1 0.1083
H -1.840580 -0.123629 1.129069 -0.1 -0.4 -1.0 0.1001
H -1.802800 -1.587324 0.047833 -0.1 -0.2 0.2 0.1101
H -1.077813 -0.558452 -2.457910 0.5 0.5 0.0 0.1147
H 0.129445 -1.713073 -2.124526 -0.4 0.6 1.6 0.1368
H 0.677495 -0.187093 -2.374965 0.6 1.1 -0.6 0.0716
H 1.329222 2.952497 0.494312 0.1 1.3 -0.3 0.1542
H 1.483540 -0.640378 2.373800 1.1 0.2 1.1 0.0694
H 0.513953 -1.833076 1.600734 -0.2 -0.7 0.2 0.1048
H -0.283776 -0.347765 2.252860 1.0 -0.6 -0.2 0.1164
```
Forces are in eV/Å.

Results
F_max: 3.03 eV/A
energy above the lowest of the compared OMol25 structures with the same formula, charge and spin: 64.06 kcal per mole
charge: +1
M: 210.05 g/mol
lowest unoccupied orbital energy (spin up / spin down): -0.1970 / -0.1970 Eh